No. 1
DFT (ωB97M-V/def2-TZVPD) results for a cluster of 8 separate species, C29H65BrN4O10 in total.

```
109
Properties=species:S:1:pos:R:3:forces:R:3
H 6.796078 -4.075784 4.390263 -0.017 -0.038 0.000
N 6.448075 -4.226766 3.446895 0.013 -0.333 0.162
C 7.346604 -3.980180 2.580789 0.251 0.237 -0.275
N 8.662033 -3.545932 2.838271 -0.105 -0.045 0.277
N 7.090631 -4.205535 1.229872 -0.300 0.042 0.148
C 7.261440 -3.068350 0.326156 0.233 -0.114 0.047
C 6.485207 -1.811317 0.721241 -0.039 -0.126 -0.250
C 4.976522 -2.047460 0.906394 0.004 0.219 0.093
C 4.451561 -1.444689 2.221500 0.094 0.071 -0.076
C 3.025663 -0.961969 2.231039 -0.134 -0.135 0.028
C 2.601492 0.146901 2.852510 -0.039 0.010 0.091
C 3.447602 1.116188 3.632076 0.160 0.051 -0.046
C 2.815891 1.628500 4.947704 -0.063 -0.029 0.062
N 3.056412 3.031777 5.255644 0.172 -0.013 -0.036
C 1.156868 0.517626 2.715007 0.019 0.074 -0.155
O 0.798707 1.668903 2.633830 -0.010 -0.056 0.189
C 0.196868 -0.626614 2.659663 0.125 0.031 -0.026
Br -1.505458 -0.319981 3.376383 -0.164 0.145 0.065
C 0.575751 -1.763536 2.088421 0.154 -0.103 0.042
C -0.235440 -3.000437 1.886431 -0.131 0.038 -0.134
C 0.447457 -4.278505 2.412371 0.020 -0.027 0.167
O 0.591777 -5.299513 1.443320 0.010 0.093 -0.065
C 1.976278 -1.768505 1.521248 -0.108 0.000 -0.035
O 2.191842 -2.408202 0.518804 0.032 -0.121 0.090
H 8.892282 -2.644204 2.444638 0.068 -0.100 -0.159
H 8.867531 -3.560561 3.826821 -0.039 0.189 -0.007
H 6.173713 -4.627787 1.159724 -0.022 0.117 -0.043
H 6.967096 -3.399471 -0.670715 -0.029 -0.036 0.015
H 8.331143 -2.845770 0.274631 -0.016 0.025 -0.101
H 6.937619 -1.371189 1.616228 -0.084 -0.071 0.068
H 6.615445 -1.081300 -0.080417 0.105 0.104 0.167
H 4.440602 -1.592365 0.075680 0.044 -0.093 -0.064
H 4.745341 -3.111731 0.886751 -0.078 0.039 -0.086
H 5.092336 -0.599281 2.467081 -0.024 0.024 0.072
H 4.574827 -2.177495 3.026718 0.056 -0.008 -0.024
H 3.687677 1.974332 2.996438 -0.147 0.030 -0.008
H 4.397691 0.643443 3.872135 0.064 0.023 -0.074
H 3.211940 1.040903 5.777238 -0.069 -0.030 0.024
H 1.737155 1.471861 4.948447 0.022 0.003 -0.049
H 4.017625 3.179210 5.538474 -0.004 0.010 -0.032
H 2.898641 3.604124 4.433889 -0.104 0.018 0.056
H -1.207176 -2.868090 2.360251 -0.011 -0.005 -0.046
H -0.410338 -3.118043 0.812788 0.077 -0.006 -0.009
H 1.458916 -4.063955 2.760608 -0.003 -0.017 -0.018
H -0.116840 -4.651136 3.273533 0.021 0.015 0.005
H -0.250449 -5.419505 0.996095 -0.056 -0.066 0.009
C -2.131248 -0.116853 -0.440480 0.011 -0.125 0.017
C -3.582505 -0.439075 -0.734490 -0.011 0.001 0.057
O -4.027190 -1.584994 -0.003549 0.008 0.006 -0.027
H -1.497117 -0.974079 -0.676140 0.018 0.019 -0.017
H -1.787064 0.742180 -1.018050 -0.030 0.021 0.008
H -2.014734 0.111047 0.621042 0.066 0.079 -0.065
H -3.719961 -0.689265 -1.786979 -0.015 -0.017 -0.001
H -4.215000 0.423299 -0.512875 -0.005 0.014 -0.050
H -3.928407 -1.386977 0.933525 0.003 -0.020 -0.004
C -6.492155 4.132873 -0.185553 0.021 -0.100 0.045
C -5.627029 3.759039 -1.373073 -0.068 -0.024 -0.071
O -5.407286 2.356284 -1.474297 -0.051 -0.028 0.066
H -6.041316 3.775603 0.741002 0.005 0.019 0.002
H -6.616795 5.214568 -0.119959 0.000 0.006 -0.015
H -7.482687 3.681302 -0.275359 -0.010 0.027 -0.012
H -4.634509 4.201439 -1.273487 -0.005 0.031 0.001
H -6.069952 4.134512 -2.301061 0.039 0.063 0.004
H -6.262317 1.924104 -1.593623 0.020 -0.009 -0.131
C -1.576824 5.901332 -3.928773 0.093 0.041 -0.021
C -3.016168 6.249828 -3.619312 0.001 -0.114 0.007
O -3.903382 5.231777 -4.097037 0.052 -0.064 -0.069
H -1.443918 5.777119 -5.002421 0.060 0.013 0.068
H -0.881621 6.663248 -3.572412 -0.081 0.052 0.053
H -1.310077 4.955376 -3.450433 0.047 0.008 -0.005
H -3.316030 7.166539 -4.125167 -0.033 -0.014 -0.010
H -3.169497 6.393089 -2.544501 0.010 0.043 -0.004
H -3.690371 4.420683 -3.621602 -0.096 0.014 0.076
C -6.235282 -1.124398 -4.155452 0.009 0.081 -0.008
C -7.238168 -0.913211 -3.038618 0.004 -0.003 -0.037
O -7.880516 0.358155 -3.119805 0.061 0.066 0.109
H -5.480322 -0.337275 -4.139571 0.009 -0.008 0.010
H -5.737085 -2.089085 -4.051203 -0.005 -0.008 0.008
H -6.728446 -1.101096 -5.130378 0.000 -0.029 0.000
H -6.738111 -0.927018 -2.070224 -0.005 -0.021 0.009
H -7.986684 -1.712211 -3.038806 0.012 -0.009 0.027
H -8.350166 0.412287 -3.957626 0.018 0.006 0.002
C 5.268787 -0.214166 -3.390119 0.002 -0.023 0.069
C 6.223637 0.891372 -2.983590 -0.003 -0.039 0.008
O 6.956445 0.563386 -1.805018 0.006 -0.026 -0.052
H 4.571235 -0.432890 -2.580615 -0.010 0.011 -0.008
H 4.697308 0.069724 -4.274668 0.004 0.004 -0.008
H 5.814915 -1.132001 -3.622175 -0.002 0.007 -0.027
H 5.677171 1.801782 -2.740409 0.003 0.008 -0.010
H 6.912296 1.123459 -3.802543 -0.014 0.032 -0.004
H 7.478088 -0.223747 -1.993402 0.032 0.037 -0.014
C -4.589873 -2.026409 6.610281 0.005 -0.093 0.021
C -3.757278 -2.327237 5.379127 -0.091 -0.075 0.024
O -3.569144 -3.723207 5.172318 0.014 0.015 -0.002
H -4.122694 -2.457501 7.495987 0.004 0.020 0.004
H -4.693062 -0.950432 6.757525 0.002 0.006 -0.011
H -5.591628 -2.452548 6.516460 -0.011 0.030 -0.011
H -2.756275 -1.914039 5.486066 -0.002 0.008 -0.004
H -4.215012 -1.877506 4.489807 0.035 0.057 0.009
H -4.433457 -4.130993 5.059216 0.013 -0.009 0.004
C -2.877471 1.704556 -7.065410 -0.017 0.054 -0.035
C -1.767253 2.408614 -6.308149 -0.088 0.034 0.047
O -1.963245 3.813258 -6.234721 -0.036 -0.135 -0.100
H -2.961463 2.107246 -8.075181 0.007 -0.013 -0.002
H -2.686960 0.632148 -7.130307 0.005 -0.008 0.009
H -3.837526 1.848819 -6.564128 0.003 -0.021 0.012
H -0.811678 2.271399 -6.813978 0.008 -0.017 0.008
H -1.673476 1.985855 -5.300451 0.038 -0.026 -0.005
H -2.795108 3.992269 -5.778007 -0.005 0.111 -0.005
```
Positions in Å, forces in eV/Å.

The structure (SMILES) is [H]/N=C(\N)NCCCCC1=C(CCN)C(=O)C(Br)=C(CCO)C1=O.CCO.CCO.CCO.CCO.CCO.CCO.CCO.

No. 2
DFT (ωB97M-V/def2-TZVPD) results for a cluster of 5 separate species, C29H66BBr2O14 in total at a distorted geometry.

```
112
Properties=species:S:1:pos:R:3:forces:R:3
C 6.647339 -2.470024 -4.334117 -0.536 0.711 -0.121
C 6.364701 -0.849111 -4.544808 0.954 -0.045 1.208
C 4.967423 -0.398301 -3.815802 1.133 -2.340 -1.167
Br 4.927224 1.613645 -3.836545 -0.095 -0.959 0.269
C 3.597230 -0.925788 -4.542736 -0.094 0.500 1.079
C 2.510280 -0.950647 -3.274774 -1.018 -1.709 -2.566
O 1.672096 -2.077357 -3.798747 0.472 1.599 1.404
B 2.693808 -3.047096 -4.243056 -0.181 1.599 0.526
Br 1.735675 -4.685266 -4.915558 -0.030 -0.265 -0.481
O 3.542829 -2.260034 -5.158831 0.744 2.652 0.354
H 6.019744 -3.081710 -5.132555 1.300 1.208 2.021
H 7.793817 -2.670266 -4.456369 -2.158 0.324 0.204
H 6.321775 -2.721369 -3.214223 0.662 0.266 -2.589
H 6.473161 -0.504871 -5.659663 -0.547 -0.752 2.086
H 7.241036 -0.303663 -3.946613 -1.851 -0.980 -1.303
H 4.979755 -0.806781 -2.719212 0.117 1.185 -2.000
H 3.335052 -0.107732 -5.337281 0.242 -1.559 1.416
H 2.886067 -1.378453 -2.241334 -0.172 1.609 -1.977
H 1.953153 0.078371 -3.298280 0.801 -2.134 0.603
H 3.447119 -3.337041 -3.377368 0.231 -0.866 1.090
C -2.709891 -2.072215 0.113070 0.353 -0.222 0.306
O -1.457364 -2.553924 0.572287 -0.368 0.497 -0.093
C -0.472858 -2.624890 -0.457457 0.413 -0.049 0.324
C 0.893488 -2.162126 0.060100 -0.039 -0.112 -0.367
O 0.991234 -0.754955 0.310046 -0.323 -0.068 0.514
C 0.255458 -0.246169 1.429844 0.289 -0.061 -0.141
C 0.763862 -0.721792 2.795481 -0.457 -0.266 -0.400
O 0.410742 -2.086293 3.018856 0.511 -0.003 0.002
C 1.414306 -2.815587 3.704367 -0.371 0.059 -0.224
H -3.228761 -2.853055 -0.448521 -0.149 0.096 -0.165
H -3.310366 -1.801093 0.986000 0.057 -0.117 -0.026
H -2.588470 -1.175341 -0.503098 -0.034 -0.060 -0.093
H -0.755427 -2.020145 -1.327079 0.045 -0.013 0.096
H -0.405846 -3.672015 -0.770351 0.205 0.066 -0.213
H 1.631281 -2.371655 -0.722851 -0.228 0.141 -0.037
H 1.212361 -2.736826 0.932203 -0.278 0.025 0.042
H -0.814166 -0.432823 1.309384 0.080 -0.219 0.195
H 0.378650 0.841213 1.389210 0.175 -0.082 -0.014
H 0.292065 -0.129970 3.585860 0.050 0.277 0.017
H 1.850125 -0.576926 2.847165 -0.053 -0.077 -0.048
H 2.400510 -2.650454 3.255347 -0.002 0.042 0.086
H 1.179881 -3.879687 3.616902 -0.085 0.151 0.033
H 1.427403 -2.536750 4.760725 0.195 -0.019 0.132
C 4.179150 1.578416 -7.977117 0.025 0.165 -0.175
O 5.275637 2.348051 -8.443085 0.187 -0.383 0.126
C 6.362166 2.391233 -7.519909 0.101 0.086 -0.580
C 7.704732 2.278947 -8.250541 -0.098 -0.068 0.237
O 7.980033 0.983538 -8.796693 -0.274 0.244 -0.278
C 7.191597 0.577434 -9.922582 0.147 0.024 -0.016
C 7.443266 1.384743 -11.201085 -0.451 0.071 0.475
O 6.863318 2.684716 -11.100174 0.562 0.141 -0.009
C 7.649500 3.693548 -11.711003 -0.369 -0.191 0.228
H 3.625174 2.136401 -7.218115 -0.075 -0.178 0.144
H 3.519287 1.378462 -8.826049 0.099 0.135 0.062
H 4.512060 0.615551 -7.576057 -0.055 0.041 0.117
H 6.287653 1.592552 -6.772673 -0.044 0.050 -0.094
H 6.310576 3.355251 -7.003311 0.209 -0.007 0.205
H 8.496920 2.460257 -7.515138 -0.097 -0.196 0.007
H 7.819031 3.055349 -9.009922 -0.262 -0.055 -0.023
H 6.130464 0.549763 -9.664361 0.062 0.257 -0.141
H 7.481046 -0.459788 -10.121619 0.151 0.123 0.034
H 6.968348 0.881449 -12.048843 0.102 -0.246 -0.044
H 8.523251 1.442599 -11.385234 -0.045 0.063 0.056
H 8.698684 3.619290 -11.402481 0.016 -0.030 -0.095
H 7.270946 4.664660 -11.381529 -0.074 -0.151 -0.062
H 7.568735 3.627223 -12.798612 0.176 0.084 -0.130
C -4.382284 -2.114184 4.546759 -0.305 -0.097 0.071
O -5.734867 -1.687297 4.540935 0.267 0.102 -0.388
C -5.906740 -0.378256 4.000996 -0.484 -0.395 0.027
C -7.157947 -0.311175 3.118445 0.195 0.105 -0.089
O -7.047316 -1.009852 1.872745 -0.051 -0.209 0.426
C -7.017021 -2.441347 1.936633 -0.152 0.012 -0.090
C -8.326348 -3.086056 2.405322 0.529 0.151 0.320
O -8.508004 -2.898549 3.808282 -0.376 0.346 -0.199
C -9.859940 -2.672282 4.168845 0.414 -0.069 0.070
H -3.835627 -1.616550 5.351649 0.229 0.020 -0.043
H -4.367591 -3.194026 4.719417 -0.073 0.166 0.062
H -3.901118 -1.921402 3.582341 0.078 0.058 0.070
H -5.033309 -0.065754 3.416817 -0.035 -0.103 -0.002
H -6.022414 0.308388 4.845984 -0.033 0.274 -0.091
H -7.317154 0.739672 2.850810 0.154 -0.108 -0.100
H -8.053785 -0.619957 3.661261 0.208 -0.168 0.115
H -6.163482 -2.786237 2.524824 -0.241 -0.011 0.167
H -6.830799 -2.774589 0.910234 -0.135 0.150 0.026
H -8.286593 -4.164452 2.223592 0.026 -0.044 -0.265
H -9.162173 -2.662812 1.834458 0.044 0.035 0.080
H -10.318957 -1.911168 3.527366 -0.051 -0.083 -0.036
H -9.879277 -2.300685 5.196687 0.080 -0.137 -0.085
H -10.425680 -3.605420 4.114010 -0.222 0.026 -0.035
C -4.718447 0.381175 8.620273 0.179 0.256 0.228
O -3.669950 1.327669 8.748919 -0.278 -0.100 -0.455
C -2.694995 1.227850 7.712502 0.016 0.527 0.330
C -2.246651 2.617990 7.248373 -0.009 -0.180 -0.162
O -3.231464 3.344587 6.503821 -0.089 -0.056 0.467
C -4.370958 3.818509 7.232608 0.117 0.150 -0.059
C -4.059822 4.911443 8.261368 -0.032 -0.632 0.095
O -3.399136 4.360340 9.399890 0.362 0.258 -0.277
C -2.402530 5.215698 9.932876 -0.217 -0.320 0.000
H -4.369505 -0.608537 8.925283 -0.126 -0.155 -0.116
H -5.536856 0.689436 9.276983 0.187 -0.020 0.007
H -5.102766 0.351474 7.595478 0.038 -0.110 -0.025
H -3.076849 0.663991 6.853400 -0.073 0.069 0.044
H -1.835883 0.689709 8.126260 0.179 -0.017 -0.203
H -1.403723 2.480701 6.561439 -0.204 -0.037 -0.066
H -1.862331 3.217293 8.076417 -0.211 -0.164 0.116
H -4.919660 2.986598 7.680152 0.169 0.116 0.219
H -5.038769 4.250501 6.479855 0.199 0.058 -0.024
H -4.995239 5.357886 8.612405 -0.136 0.121 -0.204
H -3.452740 5.692294 7.786659 0.023 -0.090 0.038
H -1.744363 5.597051 9.143652 -0.053 0.084 0.028
H -1.791219 4.633073 10.626967 -0.180 0.026 -0.032
H -2.866790 6.044587 10.472523 0.125 0.184 0.012
```
Positions in Å, forces in eV/Å.

The total charge is -1.

| no. | gap between HOMO and LUMO (eV) | molar mass (u) |
| --- | --- | --- |
| 1 | 8.295 | 709.76 |
| 2 | 6.920 | 809.45 |